Here is a structure of composition C33H46Ge3MgNS from OMol25. Energies are from the ωB97M-V functional and the def2-TZVPD basis.

Results
F_max: 0.013 hartree/bohr
total charge: +2
spin multiplicity: 2
LUMO energy (spin up / spin down): -5.69 / -8.02 eV
energy: -8168.41806 Ha
orbital gap (spin up / spin down): 8.3282 / 6.1169 eV
⟨S²⟩: 0.7517

Atoms and positions in Å:
Mg  -0.374  -0.670  1.129
C  -1.554  -1.940  3.850
C  -0.057  -1.996  3.848
C  0.633  -2.464  4.981
C  1.993  -2.499  4.964
C  2.700  -2.085  3.814
C  4.114  -2.094  3.760
C  4.760  -1.698  2.628
C  4.017  -1.295  1.501
C  2.648  -1.269  1.524
S  1.785  -0.800  0.035
C  1.954  -1.655  2.700
N  0.577  -1.605  2.750
H  -1.941  -1.800  4.858
H  -1.972  -2.870  3.461
H  -1.936  -1.117  3.237
H  0.072  -2.772  5.852
H  2.547  -2.839  5.830
H  4.667  -2.423  4.630
H  5.839  -1.704  2.578
H  4.537  -1.002  0.598
C  -3.815  1.506  -3.826
C  -3.822  0.431  -2.748
C  -3.367  0.981  -1.402
C  -3.575  0.053  -0.211
Ge  -2.563  -1.629  -0.133
C  -2.468  -2.794  -1.673
C  -3.909  -3.264  -1.954
C  -3.953  -4.291  -3.092
C  -3.594  -3.700  -4.448
H  -4.125  1.106  -4.790
H  -2.820  1.935  -3.955
H  -4.495  2.320  -3.570
H  -3.174  -0.395  -3.057
H  -4.827  0.013  -2.648
H  -3.919  1.907  -1.203
H  -2.315  1.278  -1.463
H  -4.603  -0.336  -0.182
H  -3.427  0.578  0.735
H  -3.011  -2.456  1.098
H  -1.822  -3.641  -1.437
H  -2.038  -2.268  -2.524
H  -4.529  -2.406  -2.230
H  -4.352  -3.700  -1.055
H  -4.957  -4.718  -3.129
H  -3.277  -5.115  -2.849
H  -4.254  -2.866  -4.699
H  -3.692  -4.445  -5.236
H  -2.566  -3.335  -4.479
C  1.586  3.633  -3.011
Ge  1.847  1.781  -2.501
C  3.520  1.014  -3.114
C  0.360  0.649  -3.061
Ge  1.868  1.568  -0.064
C  0.172  1.995  0.850
C  -0.166  1.540  2.140
C  -1.352  1.932  2.767
C  -2.210  2.810  2.124
C  -1.886  3.283  0.859
C  -0.721  2.869  0.225
C  3.395  2.011  1.001
C  3.371  1.993  2.398
C  4.512  2.291  3.124
C  5.691  2.613  2.463
C  5.728  2.641  1.078
C  4.585  2.340  0.349
H  1.786  3.747  -4.076
H  2.260  4.291  -2.465
H  0.558  3.943  -2.827
H  3.503  0.965  -4.203
H  3.631  0.000  -2.729
H  4.384  1.604  -2.818
H  0.493  0.392  -4.113
H  -0.593  1.164  -2.958
H  0.332  -0.287  -2.500
H  0.552  0.960  2.719
H  -1.576  1.586  3.768
H  -3.117  3.140  2.612
H  -2.547  3.980  0.361
H  -0.505  3.247  -0.767
H  2.462  1.755  2.936
H  4.483  2.284  4.205
H  6.580  2.850  3.031
H  6.643  2.900  0.563
H  4.631  2.367  -0.732

Here is a structure of composition C33H46GeNRhSi2 from OMol25. Energies are from the ωB97M-V functional and the def2-TZVPD basis.

Results
F_max: 0.003 hartree/bohr
total charge: +1
spin multiplicity: 2
LUMO energy (spin up / spin down): -3.40 / -4.72 eV
energy: -4106.08571 Ha
orbital gap (spin up / spin down): 7.1350 / 6.0534 eV
⟨S²⟩: 0.7670

Atoms and positions in Å:
Rh  0.026  0.389  0.590
C  -3.543  0.252  1.500
Si  -2.290  0.425  2.880
C  -3.030  -0.481  4.340
C  -1.930  2.206  3.322
C  -0.663  -0.464  2.394
C  -1.010  -1.645  1.573
C  -1.275  -2.968  1.908
C  -1.706  -3.817  0.905
C  -1.822  -3.361  -0.406
C  -1.459  -2.064  -0.694
N  -1.076  -1.243  0.286
Si  0.788  -0.416  3.612
C  0.261  -0.412  5.403
C  1.662  1.204  3.242
C  1.927  -1.870  3.323
H  -4.436  0.820  1.774
H  -3.847  -0.795  1.404
H  -3.216  0.595  0.520
H  -4.051  -0.121  4.490
H  -2.486  -0.335  5.271
H  -3.096  -1.555  4.145
H  -2.865  2.742  3.504
H  -1.391  2.742  2.538
H  -1.338  2.268  4.238
H  -1.183  -3.296  2.934
H  -1.962  -4.842  1.140
H  -2.168  -4.011  -1.196
H  -1.488  -1.658  -1.695
H  -0.346  0.461  5.648
H  1.155  -0.374  6.031
H  -0.299  -1.306  5.679
H  1.015  2.057  3.458
H  1.994  1.283  2.201
H  2.558  1.306  3.858
H  1.417  -2.826  3.466
H  2.752  -1.834  4.039
H  2.363  -1.871  2.324
C  3.514  0.181  0.250
Ge  1.961  -0.183  -0.884
C  1.894  -2.074  -1.347
C  2.138  -2.471  -2.662
C  2.163  -3.817  -3.001
C  1.944  -4.783  -2.030
C  1.705  -4.403  -0.717
C  1.681  -3.058  -0.381
C  2.030  0.986  -2.444
C  3.008  1.948  -2.468
C  3.060  2.925  -3.488
C  2.107  2.943  -4.462
C  1.074  1.972  -4.481
C  0.074  1.980  -5.485
C  -0.910  1.035  -5.504
C  -0.936  0.028  -4.517
C  0.011  0.005  -3.533
C  1.041  0.975  -3.476
H  4.408  -0.075  -0.322
H  3.499  -0.434  1.148
H  3.574  1.229  0.541
H  2.314  -1.727  -3.431
H  2.358  -4.111  -4.025
H  1.965  -5.832  -2.295
H  1.542  -5.154  0.046
H  1.488  -2.779  0.649
H  3.763  1.980  -1.692
H  3.852  3.662  -3.482
H  2.127  3.698  -5.238
H  0.111  2.751  -6.246
H  -1.666  1.049  -6.278
H  -1.709  -0.730  -4.547
H  0.002  -0.782  -2.791
C  -2.278  2.017  -1.664
C  -1.612  2.692  -0.469
C  -1.564  4.212  -0.660
C  -0.202  2.176  -0.282
H  -3.308  2.356  -1.777
H  -2.285  0.930  -1.560
H  -1.739  2.253  -2.585
H  -2.199  2.491  0.432
H  -0.968  4.468  -1.539
H  -1.127  4.712  0.205
H  -2.570  4.608  -0.808
H  0.340  2.687  0.549
H  0.386  2.284  -1.194

Here is a structure of composition C33H46InN3O3SSi from OMol25. Energies are from the ωB97M-V functional and the def2-TZVPD basis.

Results
F_max: 0.011 hartree/bohr
LUMO energy: 0.36 eV
energy: -2552.75247 Ha
orbital gap: 6.6839 eV

Atoms and positions in Å:
In  -0.409  -1.372  -0.036
C  2.161  -3.765  2.919
C  2.088  -3.552  1.407
C  2.115  -4.883  0.654
C  3.182  -2.618  0.930
C  4.502  -3.048  0.996
C  5.545  -2.237  0.584
C  5.270  -0.970  0.099
C  3.964  -0.497  0.032
C  3.723  0.927  -0.436
C  4.342  1.204  -1.808
C  4.248  1.928  0.593
C  2.898  -1.325  0.445
N  1.591  -0.792  0.413
H  1.372  -4.444  3.252
H  2.044  -2.815  3.439
H  3.121  -4.200  3.207
H  1.133  -3.068  1.200
H  3.075  -5.389  0.768
H  1.948  -4.734  -0.415
H  1.340  -5.554  1.032
H  4.722  -4.035  1.385
H  6.568  -2.584  0.657
H  6.088  -0.329  -0.208
H  2.640  1.051  -0.490
H  5.429  1.111  -1.782
H  4.106  2.218  -2.138
H  3.982  0.509  -2.568
H  5.325  1.817  0.737
H  3.760  1.775  1.557
H  4.056  2.954  0.270
O  -0.181  -0.134  1.667
O  1.147  -0.669  1.825
C  -1.360  -4.808  -1.070
Si  -1.950  -3.400  0.050
C  -3.700  -2.921  -0.472
C  -1.993  -4.020  1.834
H  -1.789  -5.762  -0.752
H  -0.274  -4.911  -1.055
H  -1.660  -4.638  -2.106
H  -4.363  -3.790  -0.457
H  -3.715  -2.496  -1.477
H  -4.110  -2.169  0.204
H  -2.477  -4.998  1.907
H  -2.538  -3.321  2.471
H  -0.985  -4.108  2.246
C  2.746  -0.976  -4.715
N  1.516  -1.167  -3.970
C  0.337  -1.692  -4.445
C  -0.536  -1.667  -3.402
N  0.087  -1.127  -2.308
C  1.315  -0.843  -2.679
H  2.691  -1.553  -5.635
H  3.591  -1.331  -4.129
H  2.890  0.076  -4.961
H  0.238  -2.036  -5.459
H  -1.560  -1.996  -3.363
H  2.070  -0.424  -2.036
O  -2.120  0.071  -0.769
S  -2.743  1.362  -0.300
C  -1.583  2.635  -0.880
C  -2.133  4.024  -0.734
C  -1.453  4.965  0.030
C  -1.959  6.247  0.184
C  -3.156  6.597  -0.420
C  -3.841  5.663  -1.185
C  -3.331  4.385  -1.343
C  -2.458  1.451  1.492
C  -3.302  2.515  2.130
C  -2.702  3.570  2.808
C  -3.472  4.566  3.388
C  -4.855  4.520  3.290
C  -5.463  3.469  2.619
C  -4.691  2.472  2.044
H  -1.419  2.351  -1.922
H  -0.648  2.502  -0.334
H  -0.520  4.691  0.509
H  -1.419  6.970  0.781
H  -3.557  7.594  -0.295
H  -4.775  5.931  -1.660
H  -3.870  3.660  -1.941
H  -1.393  1.584  1.667
H  -2.712  0.444  1.829
H  -1.622  3.605  2.886
H  -2.991  5.380  3.915
H  -5.458  5.298  3.739
H  -6.542  3.423  2.545
H  -5.172  1.652  1.524